Record 1
18
Properties=species:S:1:pos:R:3:forces:R:3 method="wB97M-V/def2-TZVPD" lumo_energy_ev=6.48 charge=-2 total_energy_ev=-25288.6316 smiles="O=C(C1C=C[N-]C=C1)[P@](=O)([O-])O" de_lowest_kcal_mol=0.0 orbital_gap_ev=5.842
C -0.12943 0.58485 -0.15436 -3.65 -0.37 -0.08
C -1.32791 1.09260 0.65440 1.12 3.36 2.75
C -2.06611 -1.05148 -0.77157 -3.06 1.96 -0.12
C 1.05606 0.06498 0.55222 0.95 -0.22 -0.34
C -0.80156 -0.65459 -0.78440 3.06 -1.52 -0.93
C -2.62965 0.76520 0.49361 0.01 -0.24 -0.50
N -3.11597 -0.20955 -0.28278 0.16 -2.16 -0.36
O 3.41534 1.45075 -0.17895 -0.39 -0.80 0.37
O 2.77046 -0.56127 -1.66452 -0.43 0.14 0.49
O 0.92747 -0.52890 1.60288 0.34 -0.21 0.53
O 3.45520 -1.00964 0.76094 -0.20 0.47 -0.32
P 2.79584 0.08144 -0.30683 0.38 0.31 -0.31
H 0.10416 1.26589 -0.94553 0.77 0.60 -0.52
H -1.22873 2.01012 1.43562 0.36 -2.04 -1.80
H -2.45081 -1.95717 -1.31228 0.74 0.75 0.58
H -0.05015 -1.30860 -1.27480 -0.54 0.17 0.22
H 2.64923 -1.39982 1.13887 0.23 -0.05 0.43
H -3.37345 1.36518 1.03750 0.15 -0.14 -0.08


Record 2
16
Properties=species:S:1:pos:R:3:forces:R:3 method="wB97M-V/def2-TZVPD" lumo_energy_ev="2.92 / 2.92" charge=-1 total_energy_ev=-40310.9358 orbital_gap_ev="5.419 / 5.417"
C 0.06304 -0.23578 -0.19459 2.05 -0.68 -0.79
C 2.64118 0.80575 0.91173 -0.75 1.34 1.61
C 2.04580 -1.54871 -0.11244 -0.99 -0.14 1.34
C -1.70518 1.39862 -0.24328 -1.59 0.14 -0.05
C -2.16737 0.17690 -0.96299 0.59 -1.00 0.34
C -1.24012 0.05986 0.24937 -0.89 0.37 3.30
N 0.76240 -1.18980 0.38193 -1.35 -0.88 1.08
S 3.35217 2.30107 0.92258 0.15 -0.14 -0.20
S 2.47430 -3.11313 -0.12392 0.24 -0.61 -0.36
S 3.02157 -0.19082 -0.38977 1.64 -0.31 -1.91
H -1.05496 2.07994 -0.73683 0.71 0.14 -0.23
H -2.46539 1.90186 0.35222 0.16 -0.24 0.08
H -3.17714 -0.27101 -0.88538 0.83 0.53 -0.21
H -1.41021 -0.16200 -1.68868 -1.43 0.35 -0.81
H -1.53381 -0.20647 1.33142 -0.12 0.09 -1.68
H 0.39371 -1.80628 1.18863 0.74 1.05 -1.50


Record 3
13
Properties=species:S:1:pos:R:3:forces:R:3 method="wB97M-V/def2-TZVPD" lumo_energy_ev="4.27 / 4.07" charge=-1 total_energy_ev=-8364.5230 spin_multiplicity=2 de_lowest_kcal_mol=10.6 orbital_gap_ev="3.601 / 7.028"
C 1.67649 -0.00022 -0.14463 0.06 -0.47 0.67
C 1.08914 0.74279 0.89750 1.13 -0.83 -0.78
C -0.27410 0.82557 1.00738 -2.23 0.38 0.02
C -1.10426 0.31874 -0.05465 1.45 -0.81 -0.32
O -2.48503 0.49912 -0.02603 -0.38 -0.10 0.06
C -0.51887 -0.53785 -0.95802 0.15 -0.50 0.40
C 0.84592 -0.96265 -0.81722 -0.92 1.08 -0.51
H 2.74680 0.06366 -0.34194 0.01 -0.20 0.39
H 1.77023 1.07023 1.67817 -0.15 0.72 -0.03
H -0.85081 1.35452 1.76223 0.55 0.04 0.30
H -2.87794 -0.38692 -0.12788 0.24 0.57 -0.01
H -1.10919 -1.01325 -1.74143 -0.39 -0.13 0.14
H 1.09162 -1.97375 -1.13347 0.49 0.26 -0.33


Record 4
13
Properties=species:S:1:pos:R:3:forces:R:3 method="wB97M-V/def2-TZVPD" lumo_energy_ev=0.33 charge=0 total_energy_ev=-8360.5835 de_lowest_kcal_mol=136.6 orbital_gap_ev=10.185
C 2.14211 -1.33991 -0.09973 -0.67 0.64 0.01
C -2.21640 -1.43114 0.21467 1.34 0.72 -0.44
C 1.07475 -0.80012 0.02370 1.37 0.17 0.18
C -1.27666 -0.70939 0.04048 0.68 1.35 -0.41
C 0.19718 1.30813 -0.82029 0.54 -1.73 -0.87
C -0.03194 0.11378 0.04279 -1.85 -0.78 4.18
O -0.20628 0.59941 1.80008 -0.71 1.32 -3.14
H 3.15215 -1.60255 -0.25794 0.23 -0.53 0.05
H -2.79142 -2.27819 0.29848 -1.35 -1.06 0.20
H -0.54212 2.00470 -0.64159 -2.21 1.24 -0.49
H 1.05490 1.86346 -0.54570 1.39 -0.10 0.41
H 0.33656 0.89875 -1.85364 -0.49 0.86 0.65
H -0.89281 1.37307 1.79870 1.74 -2.09 -0.32